1.
13 unconnected molecules or ions with the total composition C47H84O39 at a distorted geometry. Source: the OMol25 dataset; level of theory: ωB97M-V/def2-TZVPD.

XYZ file:
```
170
Properties=species:S:1:pos:R:3:lowdin_charge:R:1
C 3.361 4.004 5.263 -0.1190
C 3.266 4.458 3.836 -0.1039
O 3.553 3.282 3.079 0.0576
C 3.757 2.248 3.895 -0.5844
O 3.820 1.126 3.449 0.1380
O 3.605 2.629 5.144 0.0933
H 2.397 4.015 5.773 0.1190
H 4.076 4.557 5.873 0.1355
H 4.049 5.190 3.644 0.1300
H 2.287 4.891 3.630 0.1320
C -6.403 0.700 3.365 -0.1342
C -6.787 -0.497 4.090 -0.1997
O -5.691 -1.262 4.317 0.0942
C -4.723 -0.793 3.452 -0.4023
O -3.624 -1.392 3.248 0.0641
O -5.139 0.362 2.841 0.0610
H -6.260 1.587 3.983 0.1423
H -7.151 0.785 2.576 0.1453
H -7.471 -1.109 3.502 0.1355
H -7.151 -0.170 5.063 0.1483
C -4.526 2.006 -0.115 -0.0958
C -3.583 2.384 -1.234 -0.1422
O -3.647 1.220 -1.984 0.0876
C -3.996 0.168 -1.256 -0.5696
O -4.024 -0.979 -1.693 0.1110
O -4.540 0.585 -0.139 0.0759
H -5.553 2.159 -0.446 0.1387
H -4.290 2.633 0.745 0.1394
H -2.561 2.672 -0.989 0.1032
H -3.956 3.261 -1.764 0.1379
C -0.913 -0.360 5.333 -0.0964
C -0.304 0.251 4.066 -0.1122
O 0.332 1.347 4.639 0.0517
C -0.015 1.610 5.922 -0.5668
O 0.437 2.557 6.520 0.1428
O -0.708 0.598 6.339 0.1136
H -0.475 -1.326 5.583 0.1343
H -1.965 -0.510 5.093 0.1125
H -1.141 0.590 3.455 0.1257
H 0.399 -0.334 3.472 0.1273
C -3.594 -4.535 3.532 -0.1668
C -2.697 -5.684 3.524 -0.1497
O -2.777 -6.144 4.831 0.1361
C -3.808 -5.641 5.410 -0.6604
O -4.312 -5.975 6.458 0.1458
O -4.413 -4.856 4.607 0.1327
H -3.920 -4.560 2.492 0.1276
H -3.010 -3.632 3.709 0.1148
H -1.756 -5.171 3.324 0.1312
H -2.992 -6.358 2.720 0.1464
C 3.798 -3.593 -1.802 -0.0493
C 3.628 -2.081 -2.048 -0.2327
O 4.396 -1.311 -1.147 0.0372
C 4.458 0.037 -1.206 -0.5106
O 3.754 0.776 -1.913 0.0856
O 5.327 0.487 -0.291 0.0105
C 5.585 1.865 -0.238 -0.0446
H 4.842 -3.713 -2.093 0.0758
H 3.101 -4.228 -2.349 0.0806
H 3.768 -3.786 -0.729 0.0627
H 2.565 -1.842 -1.999 0.1155
H 3.884 -1.928 -3.097 0.1250
H 6.321 2.306 -0.910 0.0920
H 5.912 1.944 0.799 0.1001
H 4.660 2.436 -0.317 0.0777
C -10.022 -4.878 2.524 -0.0688
C -9.951 -3.503 1.870 -0.1786
O -8.560 -3.062 1.777 0.0180
C -7.677 -3.424 0.866 -0.5494
O -7.816 -4.377 0.047 0.0742
O -6.575 -2.695 1.035 0.0063
C -5.413 -2.909 0.217 -0.0339
H -11.033 -5.237 2.716 0.0813
H -9.423 -4.968 3.430 0.0833
H -9.525 -5.522 1.800 0.0707
H -10.503 -2.870 2.564 0.1118
H -10.503 -3.422 0.934 0.1269
H -5.534 -2.598 -0.821 0.0914
H -5.005 -3.917 0.145 0.0937
H -4.570 -2.374 0.655 0.0687
C 2.754 -2.276 2.116 -0.0237
C 2.273 -3.163 3.332 -0.1760
O 3.329 -3.467 4.244 0.0717
C 3.883 -4.620 4.137 -0.6061
O 3.632 -5.462 3.252 0.0839
O 4.721 -4.722 5.164 0.0024
C 5.460 -5.910 5.299 -0.0483
H 1.942 -1.995 1.446 0.0545
H 3.543 -2.830 1.609 0.0682
H 3.181 -1.312 2.392 0.0663
H 1.574 -3.942 3.028 0.1150
H 1.633 -2.489 3.901 0.0983
H 5.967 -6.063 4.346 0.0996
H 4.824 -6.772 5.502 0.0969
H 6.103 -5.754 6.165 0.0973
C 3.729 4.241 -3.397 -0.0203
C 4.341 3.219 -4.440 -0.2042
O 5.413 2.534 -3.893 0.0160
C 6.668 2.944 -4.066 -0.4424
O 6.946 4.075 -4.571 0.0592
O 7.599 2.066 -3.451 -0.0543
C 8.960 2.364 -3.400 -0.0793
H 4.594 4.816 -3.068 0.0551
H 3.138 3.842 -2.572 0.0560
H 3.103 4.982 -3.894 0.0754
H 4.536 3.665 -5.415 0.1193
H 3.625 2.413 -4.602 0.1098
H 9.431 1.674 -2.700 0.0949
H 9.028 3.398 -3.063 0.0946
H 9.436 2.223 -4.371 0.0952
C 0.150 1.245 -3.346 -0.0221
C -0.236 1.787 -4.772 -0.1859
O 0.966 2.254 -5.341 0.0213
C 1.047 2.558 -6.645 -0.5126
O 0.112 2.600 -7.470 0.0852
O 2.311 2.919 -6.968 -0.0162
C 2.607 3.316 -8.291 -0.0666
H -0.681 0.652 -2.964 0.0605
H 0.344 2.114 -2.718 0.0620
H 1.068 0.659 -3.402 0.0791
H -1.012 2.549 -4.858 0.1268
H -0.631 0.959 -5.361 0.0973
H 3.695 3.359 -8.261 0.0938
H 2.135 4.229 -8.653 0.0968
H 2.456 2.689 -9.170 0.0917
C -0.751 5.077 -0.289 -0.0475
C -0.004 5.442 0.968 -0.2606
O 1.181 6.093 0.847 0.0444
C 2.259 5.682 0.179 -0.5716
O 2.410 4.569 -0.280 0.1093
O 3.178 6.617 0.231 0.0237
C 4.477 6.280 -0.253 -0.0140
H -1.754 4.824 0.055 0.0687
H -0.353 4.292 -0.933 0.0792
H -1.024 5.996 -0.806 0.0839
H 0.237 4.496 1.453 0.1073
H -0.582 5.926 1.755 0.1352
H 4.677 5.315 0.213 0.0910
H 5.195 6.986 0.164 0.1002
H 4.590 6.156 -1.330 0.0836
C -1.478 -2.948 1.016 -0.0196
C -1.638 -1.461 0.743 -0.2027
O -0.312 -1.025 0.696 0.0083
C -0.020 0.228 0.453 -0.5198
O -0.814 1.105 -0.007 0.0573
O 1.289 0.507 0.736 -0.0143
C 1.813 1.880 0.468 0.0045
H -0.749 -3.317 1.738 0.0779
H -1.170 -3.522 0.142 0.0803
H -2.502 -3.286 1.176 0.0527
H -2.185 -0.841 1.454 0.1091
H -2.066 -1.192 -0.223 0.0934
H 1.368 2.773 0.908 0.0669
H 1.920 1.984 -0.612 0.0737
H 2.831 1.743 0.833 0.0748
C -1.038 -2.692 -7.937 -0.0513
C -1.446 -1.349 -7.348 -0.1998
O -1.988 -1.618 -6.073 0.0325
C -1.290 -1.786 -4.983 -0.6033
O -0.071 -1.582 -4.914 0.0887
O -2.112 -2.188 -4.021 0.0226
C -1.493 -2.523 -2.785 -0.0457
H -0.096 -2.552 -8.468 0.0756
H -1.741 -3.181 -8.611 0.0794
H -0.671 -3.288 -7.101 0.0797
H -2.223 -0.938 -7.993 0.1241
H -0.658 -0.596 -7.346 0.1164
H -1.156 -1.662 -2.208 0.0815
H -0.755 -3.314 -2.920 0.1056
H -2.337 -2.878 -2.193 0.0822
```

**LUMO energy**: -0.0852 eV
**Calculated total energy**: -4775.53487 a.u.
**ΔE to the lowest compared entry with this formula, charge and spin**: 1.012 eV
**Charge**: 0

---

2.
A molecular structure, C47H88F15N3O13 at a distorted geometry. Source: the OMol25 dataset; level of theory: ωB97M-V/def2-TZVPD.

XYZ file:
```
166
Properties=species:S:1:pos:R:3:lowdin_charge:R:1
C 0.032 0.075 -2.917 -0.0844
C -0.106 -1.115 -3.837 -0.2066
N -1.543 -1.165 -3.995 -0.1563
C -1.931 -0.472 -5.213 -0.3085
C -3.283 0.071 -5.078 -0.1016
C -2.007 -2.615 -4.120 -0.1225
C -1.728 -3.346 -2.768 -0.2451
H -0.256 -0.075 -1.876 0.0216
H -0.466 1.001 -3.203 0.1105
H 1.109 0.195 -2.805 0.0083
H 0.320 -1.044 -4.837 0.1232
H 0.402 -1.965 -3.381 0.1107
H -1.307 0.407 -5.368 0.1158
H -1.901 -1.041 -6.142 0.1202
H -4.031 -0.697 -5.272 0.0815
H -3.304 0.568 -4.108 0.0738
H -3.455 0.883 -5.785 0.0811
H -1.696 -3.244 -4.955 0.1141
H -3.097 -2.606 -4.100 0.0796
H -2.156 -4.341 -2.893 0.1493
H -2.219 -2.844 -1.934 -0.0473
H -0.678 -3.534 -2.543 0.1175
C 1.635 0.870 0.789 -0.0927
C 0.397 0.309 0.056 -0.2090
N -0.863 0.438 0.738 -0.1146
C -1.151 1.816 1.089 -0.2358
C -2.377 1.921 2.059 -0.0318
C -1.897 -0.203 -0.121 -0.1165
C -1.744 -1.745 -0.154 -0.0817
H 1.695 0.319 1.727 0.0861
H 1.680 1.939 0.999 0.0456
H 2.551 0.603 0.261 0.0448
H 0.316 0.849 -0.888 0.1096
H 0.575 -0.757 -0.090 0.0224
H -0.306 2.228 1.640 -0.0119
H -1.282 2.435 0.201 0.1114
H -3.333 1.857 1.540 0.0393
H -2.360 1.224 2.896 0.1021
H -2.323 2.895 2.546 -0.0206
H -1.825 0.096 -1.167 0.1079
H -2.925 0.041 0.147 0.0923
H -1.088 -2.200 -0.896 0.0933
H -2.697 -2.210 -0.404 0.0580
H -1.483 -2.156 0.822 0.0791
C -2.142 -3.789 -1.026 -0.2220
C -1.224 -4.076 0.153 -0.1996
N -0.557 -5.364 0.172 -0.1350
C -1.404 -6.530 0.316 -0.2732
C -0.896 -7.772 -0.271 -0.0972
C 0.564 -5.565 1.152 -0.2072
C 0.288 -5.305 2.622 -0.0530
H -1.688 -4.112 -1.963 -0.0556
H -2.542 -2.786 -1.171 -0.0228
H -3.059 -4.335 -0.801 0.1567
H -0.363 -3.414 0.248 0.0790
H -1.764 -3.827 1.067 0.1245
H -1.875 -6.586 1.297 0.1167
H -2.232 -6.380 -0.375 0.1124
H -0.603 -7.529 -1.293 0.0735
H -0.071 -8.203 0.296 0.0770
H -1.676 -8.525 -0.378 0.0863
H 1.366 -4.879 0.879 0.0941
H 0.967 -6.572 1.042 0.1141
H -0.037 -4.279 2.794 0.0230
H 1.212 -5.536 3.151 0.0930
H -0.559 -5.951 2.855 0.0711
C 3.432 1.403 2.968 0.0145
C 3.443 2.128 1.606 -0.2336
O 4.429 1.446 0.774 -0.0690
C 5.727 1.935 0.692 -0.2517
O 6.060 2.987 1.256 0.1309
C 6.680 1.216 -0.290 -0.6065
F 6.104 0.168 -0.734 0.2419
F 7.026 2.011 -1.283 0.1308
F 7.874 1.019 0.251 0.1837
H 3.560 0.321 2.952 0.0814
H 2.374 1.433 3.230 0.0021
H 4.027 1.854 3.761 0.1047
H 3.653 3.197 1.616 0.1180
H 2.502 1.982 1.076 -0.0482
C -5.328 -2.437 -2.465 -0.0191
C -4.246 -1.515 -1.987 -0.2126
O -4.780 -0.939 -0.826 0.0611
C -5.091 0.314 -0.787 -0.4404
O -5.076 1.056 -1.710 0.1970
C -5.300 0.987 0.542 -0.5204
F -6.650 1.180 0.672 0.1432
F -4.881 0.253 1.585 0.1623
F -4.740 2.191 0.642 0.1414
H -4.878 -3.067 -3.232 0.0753
H -6.097 -1.859 -2.979 0.0896
H -5.864 -3.038 -1.731 0.0946
H -3.783 -0.832 -2.699 0.1100
H -3.351 -2.116 -1.823 0.0616
C -1.079 5.124 -0.705 -0.0279
C 0.069 4.219 -0.288 -0.2175
O 1.092 5.090 0.210 0.0436
C 2.150 4.560 0.917 -0.1689
O 2.192 3.343 1.194 -0.1345
C 3.334 5.549 1.178 -0.5089
F 4.525 4.907 1.033 0.1299
F 3.138 6.591 0.319 0.1602
F 3.246 6.019 2.362 0.2196
H -1.505 5.644 0.153 0.0731
H -1.789 4.544 -1.295 0.0843
H -0.755 5.888 -1.412 0.0830
H 0.419 3.565 -1.086 0.1232
H -0.243 3.465 0.435 0.0560
C 1.774 -1.396 -0.914 -0.0916
C 2.062 -2.680 -0.171 -0.0941
O 1.363 -3.832 -0.733 -0.0575
C 2.020 -4.794 -1.357 -0.3350
O 3.244 -5.011 -1.253 0.1322
C 1.184 -5.741 -2.248 -0.5162
F 1.784 -6.193 -3.344 0.1928
F 0.951 -6.830 -1.484 0.0972
F 0.055 -5.171 -2.611 0.1602
H 0.687 -1.389 -0.828 0.0591
H 2.078 -1.442 -1.960 0.0828
H 2.342 -0.596 -0.440 0.0775
H 1.702 -2.641 0.858 0.0841
H 3.132 -2.884 -0.137 0.1413
C 3.041 0.240 -2.634 -0.0021
C 3.299 1.095 -1.244 -0.1945
O 4.215 2.118 -1.285 0.0192
C 3.855 3.324 -1.741 -0.2622
O 2.684 3.724 -1.781 0.1454
C 5.080 4.245 -1.991 -0.4416
F 6.260 3.508 -1.896 0.1031
F 4.913 4.888 -3.152 0.1833
F 5.101 5.112 -0.982 0.1619
H 3.172 0.912 -3.483 0.0976
H 2.058 -0.189 -2.440 -0.0312
H 3.811 -0.523 -2.741 0.0962
H 3.806 0.397 -0.577 0.1183
H 2.340 1.411 -0.832 0.1034
C 1.136 0.236 3.924 -0.0314
C 1.399 -1.047 3.137 -0.4200
O 2.533 -1.275 2.795 0.0543
C 0.251 -1.935 2.676 0.0006
H 1.193 1.127 3.298 0.0248
H 1.960 0.275 4.637 0.1158
H 0.169 0.170 4.424 0.1069
H -0.609 -1.323 2.406 0.0849
H -0.110 -2.703 3.361 0.0818
H 0.651 -2.590 1.902 0.0403
C 0.358 2.994 2.711 -0.0818
C 0.835 3.292 4.118 -0.4618
O 0.385 2.644 5.000 0.0877
C 1.866 4.295 4.486 0.0166
H 1.209 2.780 2.065 0.0421
H 0.028 3.986 2.401 0.1239
H -0.392 2.203 2.730 0.0765
H 2.601 3.867 5.167 0.0991
H 1.573 5.151 5.095 0.0953
H 2.317 4.721 3.590 0.0548
C -3.675 6.029 2.671 -0.0130
C -3.225 4.689 3.065 -0.4619
O -2.127 4.241 2.900 0.0553
C -4.357 3.914 3.726 0.0029
H -4.346 6.426 3.432 0.0863
H -4.117 6.130 1.680 0.1022
H -2.772 6.637 2.734 0.0930
H -4.841 4.532 4.482 0.0830
H -3.992 3.046 4.275 0.0928
H -5.133 3.690 2.994 0.0936
```

**LUMO energy**: -0.1142 eV
**Calculated total energy**: -4482.25977 a.u.
**Charge**: 0

---

3.
7 unconnected molecules or ions with the total composition C47H88O19P. Source: the OMol25 dataset; level of theory: ωB97M-V/def2-TZVPD.

XYZ file:
```
155
Properties=species:S:1:pos:R:3:lowdin_charge:R:1
C 3.186 -3.068 1.467 -0.1002
C 4.461 -2.503 0.814 -0.2384
C 4.707 -2.947 -0.635 -0.2200
C 4.040 -2.032 -1.661 -0.2085
C 2.515 -1.984 -1.570 -0.2179
C 1.870 -3.328 -1.882 -0.2072
C 0.351 -3.304 -2.106 -0.1951
C -0.440 -2.688 -0.942 -0.1824
C -1.738 -1.935 -1.285 -0.1771
C -1.735 -0.875 -2.422 -0.1801
C -1.964 0.557 -1.877 -0.1931
C -0.659 1.292 -1.522 -0.2178
C -0.569 1.761 -0.076 -0.2196
C 0.728 2.514 0.251 -0.2994
C 2.017 1.887 -0.278 -0.3204
P 2.855 3.086 -1.578 0.5014
C 3.121 1.752 -2.956 -0.3476
C 2.069 1.699 -4.061 -0.2875
C 1.872 3.005 -4.836 -0.2900
C 3.078 3.374 -5.719 -0.1210
C 4.636 2.631 -0.931 -0.3697
O 4.931 3.222 0.328 -0.2348
C 6.281 3.208 0.703 -0.2534
C 6.526 2.417 2.006 -0.2107
C 5.411 1.427 2.372 -0.0855
H 2.901 -3.987 0.953 0.0544
H 3.372 -3.293 2.516 0.0514
H 2.349 -2.377 1.415 0.0666
H 4.458 -1.414 0.852 0.0984
H 5.315 -2.827 1.411 0.0951
H 4.408 -3.989 -0.769 0.0985
H 5.783 -2.890 -0.812 0.1010
H 4.446 -1.033 -1.510 0.0945
H 4.315 -2.317 -2.681 0.1096
H 2.126 -1.233 -2.263 0.1066
H 2.240 -1.625 -0.578 0.0817
H 2.081 -4.039 -1.081 0.0898
H 2.356 -3.704 -2.787 0.1119
H 0.114 -2.844 -3.064 0.0990
H 0.035 -4.348 -2.186 0.1025
H 0.179 -2.020 -0.347 0.0954
H -0.721 -3.511 -0.280 0.0955
H -2.012 -1.397 -0.376 0.1005
H -2.543 -2.653 -1.461 0.0818
H -2.556 -1.114 -3.100 0.0950
H -0.801 -0.873 -2.978 0.0895
H -2.631 0.507 -1.017 0.0808
H -2.493 1.122 -2.648 0.1003
H -0.475 2.126 -2.198 0.1003
H 0.168 0.597 -1.678 0.0775
H -0.680 0.900 0.590 0.1051
H -1.417 2.426 0.122 0.1053
H 0.661 3.545 -0.117 0.0674
H 0.779 2.594 1.340 0.0910
H 1.848 0.873 -0.649 0.0412
H 2.720 1.791 0.554 0.0486
H 2.728 4.138 -0.555 -0.0161
H 3.466 4.085 -2.497 -0.0271
H 1.508 3.419 -2.079 -0.0243
H 3.215 0.765 -2.506 0.0320
H 4.087 1.966 -3.426 0.0541
H 1.105 1.368 -3.670 0.0722
H 2.365 0.946 -4.807 0.0967
H 1.009 2.862 -5.496 0.0901
H 1.609 3.821 -4.170 0.0671
H 2.896 3.082 -6.754 0.0540
H 3.267 4.445 -5.697 0.0580
H 3.971 2.848 -5.388 0.0530
H 4.742 1.536 -0.866 0.0670
H 5.350 2.981 -1.689 0.0695
H 6.604 4.247 0.838 0.1077
H 6.906 2.789 -0.089 0.1041
H 6.692 3.082 2.853 0.0805
H 7.451 1.849 1.880 0.0897
H 5.864 0.547 2.835 0.0646
H 4.762 1.852 3.133 0.0585
H 4.832 1.103 1.515 0.0464
C 2.882 6.606 5.456 -0.0155
C 3.824 5.517 5.893 -0.3244
C 4.843 5.076 4.865 -0.0870
O 5.102 3.721 5.267 0.0483
C 3.994 3.258 5.893 -0.5710
O 3.813 2.127 6.201 0.1603
O 3.132 4.275 6.135 0.0844
H 2.058 6.704 6.163 0.0873
H 3.414 7.554 5.402 0.0668
H 2.457 6.390 4.476 0.0985
H 4.321 5.793 6.830 0.1542
H 5.768 5.649 4.891 0.1337
H 4.442 5.074 3.849 0.1466
C -6.598 -3.634 -2.241 -0.0134
C -5.503 -3.108 -1.354 -0.3190
C -5.597 -3.512 0.099 -0.0898
O -4.929 -2.432 0.762 0.0620
C -5.046 -1.332 -0.025 -0.5722
O -4.719 -0.238 0.293 0.1622
O -5.559 -1.672 -1.232 0.0851
H -6.590 -3.129 -3.202 0.0773
H -6.465 -4.703 -2.414 0.0970
H -7.581 -3.470 -1.798 0.0760
H -4.519 -3.359 -1.761 0.1397
H -5.099 -4.453 0.323 0.1391
H -6.632 -3.548 0.446 0.1230
C 1.428 -5.110 4.860 -0.0142
C 0.458 -5.973 4.095 -0.3281
C 1.076 -6.992 3.162 -0.0950
O 0.057 -7.146 2.167 0.0575
C -0.661 -5.993 2.126 -0.5633
O -1.475 -5.737 1.304 0.1629
O -0.320 -5.196 3.165 0.0872
H 0.910 -4.273 5.324 0.0931
H 1.917 -5.693 5.641 0.0895
H 2.191 -4.699 4.197 0.0737
H -0.247 -6.457 4.779 0.1555
H 1.285 -7.950 3.630 0.1352
H 1.979 -6.609 2.682 0.1368
C -10.019 -8.146 0.647 -0.0232
C -9.321 -6.893 0.188 -0.3274
C -9.020 -5.870 1.262 -0.0915
O -9.023 -4.645 0.519 0.0425
C -9.829 -4.818 -0.562 -0.5641
O -10.187 -3.947 -1.280 0.1709
O -10.167 -6.123 -0.688 0.0872
H -10.379 -8.714 -0.210 0.0884
H -9.331 -8.773 1.214 0.0898
H -10.877 -7.906 1.276 0.0881
H -8.413 -7.139 -0.370 0.1598
H -8.058 -6.008 1.748 0.1386
H -9.810 -5.822 2.016 0.1373
C -9.055 0.053 -4.716 -0.0170
C -8.913 -1.301 -5.362 -0.3235
C -10.166 -1.874 -5.987 -0.0942
O -9.940 -3.285 -5.877 0.0617
C -9.112 -3.490 -4.821 -0.5599
O -8.852 -4.555 -4.368 0.1650
O -8.622 -2.309 -4.375 0.0659
H -8.176 0.280 -4.114 0.0928
H -9.161 0.824 -5.479 0.0895
H -9.925 0.081 -4.060 0.0900
H -8.089 -1.299 -6.081 0.1597
H -10.305 -1.599 -7.029 0.1360
H -11.060 -1.619 -5.414 0.1375
C 7.963 10.444 3.092 -0.0227
C 6.474 10.271 3.246 -0.3318
C 6.001 9.770 4.594 -0.0953
O 4.786 9.092 4.254 0.0291
C 4.893 8.673 2.960 -0.5555
O 4.138 7.931 2.436 0.1916
O 5.986 9.229 2.384 0.0897
H 8.219 10.597 2.044 0.0894
H 8.302 11.309 3.662 0.0882
H 8.496 9.559 3.440 0.0895
H 5.948 11.192 2.977 0.1578
H 5.798 10.562 5.312 0.1365
H 6.695 9.048 5.030 0.1360
```

**LUMO energy**: 1.7723 eV
**Calculated total energy**: -3614.54603 a.u.
**Charge**: -1